120
Properties=species:S:1:pos:R:3:forces:R:3:mulliken_charge:R:1 method="wB97M-V/def2-TZVPD" relative_energy_ev=2.2444 multiplicity=2 lumo_ev="3.59 / 3.59" total_energy_ev=-175160.553 charge=-2
H 4.308287 2.973156 -1.363697 -0.0626 0.1314 0.0478 0.3366
C 3.335267 1.301738 -4.398558 -0.0466 0.0577 -0.2317 -0.2562
C 1.497999 1.898003 -2.918998 0.7910 0.1781 -1.1714 -0.6918
H 4.178827 -0.984891 4.549095 -0.0559 -0.0200 0.1142 0.3234
H -3.663260 4.104626 0.825379 -0.0863 0.0892 0.0405 0.4746
H 1.505091 -3.445963 4.719331 -0.0957 0.0085 0.0837 0.5565
C -3.174199 -0.633076 3.345228 0.3534 0.2285 0.5027 -1.5532
C -0.490694 3.176551 -3.986800 -0.0312 0.0542 0.1202 -0.2193
C 5.067060 0.121085 1.406387 -0.1353 -0.1546 -0.0052 -2.1530
C 3.503460 1.087617 2.994147 -0.1074 0.0036 -0.1498 -1.7810
C 3.550397 -2.784623 0.757896 -0.1665 0.2365 0.0430 2.7273
H 3.005534 1.010697 3.954009 -0.1399 -0.0285 0.0785 0.2580
C 1.250285 -0.908780 4.033669 0.0812 0.1231 -0.0948 -1.7654
H 3.090151 0.864263 -1.070820 0.1591 -0.1930 -0.1459 -1.0310
Ti 0.088273 0.455552 -0.072879 0.8006 -1.9669 -0.0835 0.1012
H 5.223352 2.328874 -2.724874 0.0568 0.0487 -0.0993 0.4629
H -3.358146 -1.940942 -3.248238 0.0282 0.1913 -0.1306 0.2502
C -1.976066 -0.177833 2.891932 -0.2947 -0.0173 0.2372 -0.8968
N -6.131393 -0.919026 2.837256 -1.3159 0.5158 0.9408 0.6803
H 5.530835 1.726720 -1.100403 0.0678 0.0047 0.1615 0.4498
H 4.499747 0.410984 0.528405 0.1140 0.1220 -0.2669 0.1342
H 0.774463 -2.326726 -3.944433 -0.0129 -0.0614 0.0505 0.5273
C -5.125346 -1.767318 2.293401 0.8969 -0.7866 -0.3946 -1.0773
C -7.085458 2.233187 1.140785 0.9220 -0.9717 -0.2400 -0.8610
H 0.367044 -1.162189 4.626458 -0.0301 -0.1212 0.0394 0.6815
C 0.293923 -2.519437 2.458184 0.1338 0.2242 -0.2200 -2.3145
H -1.394688 5.120912 -0.231043 0.0566 0.1172 -0.0935 0.5167
H 2.061784 -0.698959 4.725946 0.1031 0.1080 0.0940 0.3607
C -2.675510 2.174027 0.406111 0.3354 -0.1656 -0.1635 -0.0456
H 0.389281 -3.465164 1.936080 -0.0191 0.0187 -0.1147 0.2575
C 2.793019 1.376430 -3.128764 -0.2026 0.0296 0.3488 0.4411
C 1.416782 2.362242 -5.304948 0.2784 -0.0745 -0.2511 -0.3150
H 4.328452 0.885935 -4.511994 0.0847 -0.0965 0.0021 0.4491
H -1.007945 2.942654 -3.057910 -0.1516 -0.1586 -0.2540 -0.3744
H 0.253637 5.114951 -3.334452 0.0667 0.0881 0.0874 0.2869
N -3.827750 -1.141306 2.250610 -0.3850 0.0416 0.0769 0.3444
H 3.146928 -2.912185 4.371403 0.1697 -0.0082 0.1363 0.2735
H -1.198810 0.329324 3.427354 0.1608 0.0739 0.0543 0.8441
H -5.504276 0.861404 0.620383 0.1022 -0.0231 -0.0657 0.2521
C -0.868624 2.969633 -0.476409 -0.7196 0.4156 0.2265 1.0385
H 4.176157 0.040323 -2.225064 -0.0888 0.0464 0.1292 0.2315
H -0.965509 0.456898 -5.556111 0.0583 0.1042 -0.0364 0.1690
H 2.359642 -4.093675 3.329997 0.0330 -0.1339 -0.0566 0.2925
H -8.699577 3.440995 1.847421 0.0283 -0.0462 -0.0044 0.3396
H 1.025996 -0.012321 3.455179 -0.0530 0.1308 0.1242 -0.0183
H -2.747711 -0.724641 -0.889362 -0.1706 -0.1140 -0.0062 -0.7497
H -3.410498 1.469465 0.751932 0.0904 -0.2067 0.1153 -0.1357
H 0.125271 4.960359 -5.080882 0.0480 0.0225 -0.0782 0.3835
C -2.345198 -2.345262 -3.297675 0.1349 0.1339 0.0376 -1.2753
H -0.015559 -1.754697 1.738390 -0.1002 -0.5129 0.1517 0.3694
H 0.687765 3.909599 -1.588237 -0.1681 -0.0794 -0.0560 0.2863
C -3.396785 -1.289543 -0.209719 0.0981 0.0109 -0.0574 -1.1843
H 4.463355 -3.760876 2.465521 0.0474 -0.1076 0.1851 0.2763
C 1.601330 -2.058895 3.091052 -0.0625 0.2202 -0.2727 3.0243
N -1.516573 1.801999 -0.133196 -0.8792 1.0152 -0.2668 1.1627
H -6.863240 2.897900 0.319066 0.0582 0.0326 -0.0372 0.4334
H 2.784329 1.476737 2.277407 -0.0094 0.1138 0.0221 0.0542
N -1.872272 -0.405533 1.549456 -0.1354 -0.0612 -0.3705 1.1833
N 0.886474 1.834366 -1.674931 -1.2273 1.2032 1.2929 1.5355
As -1.105818 -0.769896 -3.254013 0.5920 -2.1138 -0.2669 1.8540
C 3.970715 -2.249651 -0.608150 -0.1605 0.1316 -0.0346 -1.3878
N 1.770800 -0.498100 0.605196 -0.1764 0.1805 0.0363 1.2410
C -7.688242 0.560397 3.265825 0.6284 0.6670 -1.2959 0.0736
H 5.676540 0.973376 1.721116 0.0227 0.0155 0.0472 0.7349
H 5.163740 -1.907945 3.417943 0.0913 -0.1235 0.0373 0.2578
H 4.308068 1.819066 3.109062 0.1728 0.0057 0.0110 0.5795
H -1.333698 5.155034 -4.101415 -0.1166 0.1455 -0.0012 0.4284
H 5.743881 -0.692112 1.157179 0.0208 -0.1371 -0.1130 0.1810
C 4.751873 2.070631 -1.777712 -0.0289 -0.2029 0.0345 -1.6967
H 5.598678 -2.790806 1.520969 0.1566 0.0971 0.0628 0.3471
H -2.216076 -2.882774 -4.235432 0.0103 0.0238 -0.1222 0.4056
H -0.490445 -2.622489 3.210466 -0.0453 -0.0005 0.2112 0.6537
C -8.454728 1.720251 3.079115 0.2531 -0.1137 -0.1091 -0.6957
C -1.656258 4.083831 -0.107119 0.4070 -0.1007 -0.1486 -1.4727
H 1.637729 -3.444879 0.024975 -0.1258 -0.1173 0.0077 -0.0504
H -4.430972 -1.001600 -0.396398 -0.1746 0.0679 -0.0694 0.6081
H -1.118251 2.811992 -4.804714 -0.0270 -0.1154 0.1304 0.6866
H -1.250958 -1.252969 -5.913231 0.1235 -0.2145 0.0345 0.3967
N -6.843742 -1.307388 3.955940 -0.2077 1.1323 -0.7919 -0.7687
C 4.070001 -0.244967 2.505919 -0.3005 -0.0977 -0.1655 2.8360
H -3.280130 -2.356293 -0.407566 0.0437 0.0532 -0.1440 0.5125
C -2.812658 3.565686 0.443814 -0.0988 0.2194 -0.0082 -1.1705
C 0.292948 2.945340 -1.247961 0.8195 -0.4405 -0.8786 -1.6122
P 2.614963 -1.270755 1.619035 0.9819 -1.0209 0.9359 -1.2813
C -3.001871 -0.965269 1.181068 0.3136 -0.0066 -0.5451 0.4890
H 2.234242 -4.421042 1.376343 -0.0665 -0.0459 0.0975 0.2237
H 1.427976 -1.091033 -2.834398 -0.0978 -0.0923 -0.0084 -0.2241
C 4.808175 -0.914076 3.665934 -0.1673 -0.1238 -0.1737 -2.1202
H 3.151440 -1.634708 -0.984901 0.0433 -0.0026 -0.1519 -0.1132
C -8.127574 2.533622 2.007613 -0.7100 0.1184 0.7210 -0.4537
C -1.511841 -0.433280 -5.242775 -0.0649 0.2847 0.2484 -1.4933
C -6.631113 0.261426 2.363797 -0.6428 -0.4210 1.0872 1.3733
H -2.581017 -0.230412 -5.337027 -0.0375 0.0175 0.0260 0.3719
H 5.679173 -0.308880 3.932293 0.0767 0.1238 0.0207 0.5193
C 2.524489 -3.880211 0.479802 -0.1071 0.1633 0.0208 -2.1654
H -3.631865 -0.626758 4.314119 -0.0448 0.0018 0.2136 0.5338
Cl 0.505813 1.878543 1.862762 0.0642 0.7604 1.1630 -0.6325
C 2.649060 1.761922 -5.506048 -0.1089 0.0604 0.0547 -1.3499
C 4.732022 -3.442581 1.462798 -0.0384 0.2315 0.0545 -2.3959
C -0.349349 4.693328 -4.136006 -0.0193 -0.1634 -0.0184 -1.5570
H 4.143025 -3.065213 -1.313042 0.0529 -0.1636 -0.0125 0.5518
O -1.727281 0.626774 -2.679265 -0.7490 1.7344 0.1676 -0.8664
H -9.260849 1.961208 3.757249 -0.0330 0.0205 0.0121 0.4105
C -0.395773 -1.228023 -1.131004 -0.5089 0.0470 -0.5624 -0.0929
H 4.871047 -1.644557 -0.561399 0.1133 0.1056 -0.0175 0.2583
H 2.941913 -4.613666 -0.217734 0.1150 0.0205 -0.0532 0.6898
S -0.495017 -2.813714 -0.770679 0.1478 -0.7789 0.1254 -0.5006
C 3.683753 0.988330 -1.984815 -0.0784 0.1111 0.1824 0.6511
C 0.838209 2.465268 -4.047662 -0.1408 -0.1660 0.4049 1.0892
H 1.120351 -0.684310 -4.543550 0.0051 0.0536 -0.1282 0.2964
H 0.875609 2.752670 -6.161438 -0.0708 0.0117 0.0463 0.3638
C -6.310738 1.081081 1.301359 -0.2386 0.9559 -0.6468 -0.2047
N -7.762722 -0.417431 4.192922 0.6824 -1.4430 0.5528 -0.5533
C 0.777731 -1.266477 -3.690674 -0.1012 0.1752 -0.0836 -0.7984
C 2.202470 -3.194025 3.916556 0.1970 0.1160 -0.2612 -2.0988
H 3.069127 1.662088 -6.499506 -0.0158 0.0299 -0.0308 0.2577
H -5.086998 -2.654025 2.941851 -0.1373 0.2099 -0.2008 0.3166
H -5.384706 -2.076352 1.271511 0.0376 0.0867 0.2922 0.5106
H 5.032889 -4.333470 0.903551 -0.0063 -0.0554 -0.0897 0.5494
H -2.182869 -3.025075 -2.466927 0.0694 0.0473 -0.0321 0.4321

---

70
Properties=species:S:1:pos:R:3:forces:R:3:nbo_charge:R:1 method="wB97M-V/def2-TZVPD" relative_energy_ev=0.9983 multiplicity=4 lumo_ev="1.82 / 1.82" total_energy_ev=-112126.348 charge=-1
N 0.978429 0.894341 4.314841 -0.1280 -0.0578 -0.0787 -0.3488
C -4.166322 0.539496 -0.983323 0.1553 -0.1970 0.0527 -0.2281
S -0.249273 2.461719 -0.122810 0.1045 -0.3026 0.2380 -0.3741
H 1.418435 -3.999457 -1.486841 -0.0284 -0.0070 0.0368 0.2133
Co 0.064238 -0.017996 0.098880 -0.9372 1.6924 -0.8262 1.0756
H 4.822695 -0.340833 -1.660355 -0.0787 0.0122 -0.0652 0.1902
C -5.951886 0.582685 0.643684 0.1723 -0.1207 0.1144 -0.2697
C -0.043353 0.749117 3.461388 -0.0540 -0.0172 0.2164 0.1991
C 4.179595 -0.253820 -0.794128 -0.1469 0.0205 0.0973 -0.0679
C -6.102236 1.930245 -1.343989 0.0214 -0.0113 0.0417 -0.2200
N 4.797759 -0.311749 0.419552 0.1520 -0.0303 0.0232 -0.4648
C -2.075372 4.127583 -3.276601 0.0844 -0.4298 -0.0628 -0.1867
H -6.221369 -2.927248 2.288203 -0.0021 0.0096 -0.0137 0.2080
H -1.078166 0.904596 3.720934 0.0158 0.0139 0.0110 0.2126
N -2.985626 6.469989 -3.846454 0.0114 -0.0736 0.0379 -0.3612
C 2.626147 0.086250 1.340833 0.4588 -0.0722 -0.3110 -0.0059
C -1.660688 1.826175 -3.859989 0.0111 0.0103 0.0739 -0.1291
N -4.004193 -0.834782 1.004907 0.0887 -0.4087 0.1477 -0.2732
H 0.965273 1.165319 5.280191 -0.0403 0.0356 0.0305 0.4098
N -3.303685 3.377891 -6.499626 0.0200 -0.0017 0.0688 -0.3600
C -4.859094 1.461904 -1.747866 -0.1234 0.0760 -0.0417 -0.1754
C -2.176303 3.069597 -4.204352 0.1463 0.0957 0.3837 -0.2175
H 1.200842 -4.226561 1.342901 -0.0075 -0.0073 -0.0198 0.2205
Si 0.349654 -2.299821 -0.001471 0.5251 -1.4051 -0.4747 1.2470
H -1.036023 -4.257481 -0.701380 0.0490 -0.0083 0.0136 0.2209
C -2.583675 5.420355 -3.594836 -0.1209 0.3792 -0.0650 0.3143
C 1.464516 -2.908086 -1.427934 -0.1676 0.2104 0.2218 -1.1369
H 2.151135 -2.777684 1.699930 -0.0114 0.0091 0.0167 0.2360
C 3.996925 -0.133312 1.451540 -0.1513 0.0354 0.0759 0.0523
C 2.829638 -0.098578 -0.942468 0.3115 -0.0443 -0.3374 -0.0158
C -3.948669 -3.089001 3.862958 -0.0353 -0.0686 0.0158 -0.6582
H -5.167505 -3.363340 0.916011 0.0205 0.0348 -0.0204 0.1982
H 0.568663 -3.002726 2.454403 0.0209 -0.0025 0.0022 0.2059
C -2.428513 -1.676691 2.361080 0.0448 -0.2312 0.3992 -0.3856
H -3.068026 -3.224713 4.486713 -0.0011 -0.0191 -0.0046 0.2376
H -1.729114 1.007794 -4.564919 -0.0206 0.0168 -0.0292 0.2190
S -0.433963 -0.011047 -2.326454 0.1880 -0.5432 0.3896 -0.3801
H -1.466082 -1.902536 2.787084 0.0226 0.0485 0.0123 0.2486
N -4.644925 -1.603105 1.982673 -0.0348 0.0946 0.1108 -0.2260
C -1.474220 3.897970 -2.048501 -0.0351 -0.0277 -0.0723 -0.1717
H -4.421080 1.816266 -2.672176 0.0588 -0.0112 0.0064 0.2326
C 1.137671 -3.151177 1.531949 -0.1790 0.3512 -0.1390 -1.1325
H -1.890742 -2.751681 -1.067147 0.0123 0.0093 -0.0049 0.2432
H -3.192874 0.183115 -1.297583 -0.0842 0.0198 -0.0692 0.2697
C -1.281952 -3.264082 -0.317834 0.0702 0.3074 0.1226 -1.1373
C -2.641004 -0.839991 1.213839 -0.4128 0.2140 -0.3524 0.6398
H -1.879897 -3.389008 0.588642 0.0384 -0.0414 -0.0951 0.2090
C -5.638909 -2.536159 1.456090 -0.0400 -0.1224 -0.0244 -0.4221
H -6.350635 0.277630 1.602170 -0.0181 -0.0426 0.0048 0.2122
C 1.783885 0.366914 2.461944 -0.2728 0.1120 0.4063 0.2954
H -6.304125 -2.008195 0.779941 -0.0301 0.0470 0.0230 0.2321
H 4.443741 -0.152541 2.441263 -0.0276 0.0277 0.0028 0.1928
C -3.630955 -2.140871 2.763557 0.1112 0.3276 -0.1218 0.2510
C -6.642005 1.488618 -0.144986 -0.0278 0.0377 -0.0662 -0.2131
H -1.402949 4.707338 -1.334299 0.0013 0.0158 -0.0107 0.2250
N 2.158896 0.657833 3.701684 0.0852 -0.0436 -0.1192 -0.2978
H 2.373808 -0.087292 -1.923881 -0.0904 0.0297 0.0388 0.2325
H -4.762024 -2.708804 4.481948 -0.0032 0.0017 -0.0033 0.2286
N 1.993980 0.044619 0.111903 0.8989 -0.3408 0.7119 -0.5563
H -6.639786 2.644382 -1.953778 0.0125 0.0065 -0.0002 0.2157
H -7.601549 1.861867 0.190221 0.0053 -0.0002 0.0091 0.2077
C -0.958206 2.645880 -1.684005 -0.1094 -0.0029 -0.1031 -0.1672
C -2.799454 3.255002 -5.470931 -0.1451 0.0126 -0.3465 0.2994
C -4.717383 0.092531 0.217798 -0.2883 0.4011 -0.2671 0.1966
O -1.887197 -0.189030 0.500236 -0.2802 -0.1427 0.4403 -0.6667
H 1.140802 -2.498206 -2.387435 0.0124 0.0032 0.0030 0.2442
N 0.418728 0.399112 2.290163 0.3416 -0.1148 -0.3902 -0.5477
H 2.504872 -2.620697 -1.265746 -0.0092 -0.0321 -0.0407 0.2331
C -1.051074 1.583622 -2.626181 -0.1314 0.2512 0.0024 -0.2021
H -4.245125 -4.067534 3.479383 0.0019 0.0111 -0.0265 0.2302